15
Properties=species:S:1:pos:R:3 method="wB97M-V/def2-TZVPD" lumo_energy_ev=1.10 homo_lumo_gap_ev=9.0 smiles=Cn1cccc1N homo_ev=-7.872 de_lowest_kj_mol=75.00
C -0.466 1.647 0.416
N -0.487 0.194 0.614
C -1.537 -0.504 0.007
C -1.029 -1.442 -0.832
C 0.403 -1.381 -0.732
C 0.695 -0.395 0.161
N 1.911 0.219 0.506
H -0.260 1.832 -0.648
H -1.417 2.113 0.677
H 0.349 2.073 0.999
H -2.567 -0.323 0.290
H -1.602 -2.124 -1.447
H 1.119 -1.991 -1.265
H 2.255 0.018 1.437
H 2.633 0.063 -0.181

68
Properties=species:S:1:pos:R:3 method="wB97M-V/def2-TZVPD" lumo_energy_ev=0.82 homo_lumo_gap_ev=9.9 smiles=COC[C@H](C)N.COC[C@H](C)N.COC[C@H](C)N.COC[C@H](C)N homo_ev=-9.072 de_lowest_kj_mol=118.18
C 7.053 -3.488 4.207
O 5.795 -3.854 3.725
C 5.292 -3.002 2.698
C 4.825 -1.653 3.230
C 3.654 -1.614 4.206
N 4.382 -0.787 2.088
H 7.076 -3.236 5.274
H 7.491 -2.597 3.743
H 7.786 -4.292 4.092
H 6.127 -2.880 2.001
H 4.431 -3.498 2.247
H 5.694 -1.090 3.578
H 3.420 -0.640 4.625
H 4.050 -2.180 5.065
H 2.752 -2.112 3.852
H 3.803 -1.267 1.403
H 5.188 -0.449 1.568
C -2.258 2.583 1.050
O -3.336 2.063 1.783
C -3.001 0.961 2.596
C -2.443 -0.222 1.815
C -3.513 -1.018 1.065
N -1.804 -1.147 2.804
H -2.386 3.658 0.923
H -2.148 2.128 0.061
H -1.283 2.469 1.540
H -2.282 1.326 3.339
H -3.878 0.587 3.128
H -1.605 0.076 1.181
H -4.339 -1.378 1.672
H -3.049 -1.834 0.503
H -3.888 -0.428 0.219
H -2.059 -2.096 2.560
H -2.199 -0.996 3.728
C 0.788 0.426 -3.367
O 0.252 0.753 -2.110
C 0.403 -0.301 -1.124
C 1.198 0.228 0.047
C 2.589 0.651 -0.408
N 1.297 -0.907 0.999
H 1.884 0.435 -3.356
H 0.423 1.196 -4.049
H 0.515 -0.538 -3.815
H -0.633 -0.608 -0.944
H 0.867 -1.187 -1.566
H 0.711 1.099 0.501
H 2.983 -0.117 -1.076
H 3.282 0.857 0.405
H 2.487 1.585 -0.965
H 0.340 -1.095 1.306
H 1.700 -0.523 1.854
C -5.056 1.808 -6.239
O -4.657 1.784 -4.892
C -3.284 2.165 -4.733
C -2.985 2.053 -3.246
C -3.241 0.603 -2.755
N -3.750 3.053 -2.474
H -6.009 1.284 -6.298
H -4.370 1.268 -6.905
H -5.139 2.793 -6.707
H -2.658 1.547 -5.376
H -3.169 3.236 -4.932
H -1.896 2.157 -3.176
H -4.322 0.442 -2.812
H -2.802 0.330 -1.798
H -2.898 -0.145 -3.479
H -3.522 2.936 -1.492
H -4.678 2.641 -2.586

14
Properties=species:S:1:pos:R:3 method="wB97M-V/def2-TZVPD" lumo_energy_ev=0.45 homo_lumo_gap_ev=8.1 homo_ev=-7.634 de_lowest_kj_mol=295.42
C -1.745 0.013 0.468
N -0.358 -0.185 0.112
C 0.343 -1.434 -0.194
C 1.803 -1.150 -0.325
C 1.822 0.244 -0.332
C 0.549 0.772 -0.034
O 0.139 2.036 0.093
H -2.272 0.621 -0.273
H -1.822 0.509 1.440
H -2.235 -0.960 0.537
H -0.045 -2.283 0.373
H 0.245 -1.676 -1.265
H 2.674 0.875 -0.569
H 0.902 2.617 -0.031

118
Properties=species:S:1:pos:R:3 method="wB97M-V/def2-TZVPD" lumo_energy_ev=0.40 homo_lumo_gap_ev=9.4 homo_ev=-9.034
C 0.584 2.284 -1.550
C 1.794 3.151 -1.182
N 3.071 2.421 -1.149
B 3.240 1.715 0.107
O 2.816 0.383 0.193
B 2.859 -0.167 1.456
O 3.785 0.330 2.353
B 3.607 1.722 2.406
C 3.196 2.404 3.745
C 4.400 2.974 4.530
C 4.048 4.193 5.370
C 3.492 5.381 4.572
C 1.970 5.369 4.414
O 1.380 6.531 5.013
C 0.005 6.394 5.049
C -0.515 5.672 6.258
O -0.692 6.808 4.147
O 3.742 2.393 1.197
H 0.467 2.218 -2.627
H 0.686 1.278 -1.150
H -0.330 2.694 -1.121
H 1.597 3.631 -0.225
H 1.860 3.953 -1.915
H 3.054 1.747 -1.907
H 2.083 -0.988 1.819
H 2.464 3.173 3.517
H 2.690 1.651 4.343
H 4.736 2.192 5.208
H 5.243 3.176 3.870
H 3.374 3.924 6.182
H 4.965 4.535 5.853
H 3.793 6.310 5.046
H 3.928 5.354 3.576
H 1.701 5.335 3.358
H 1.570 4.474 4.890
H 0.081 5.905 7.131
H -0.425 4.606 6.071
H -1.567 5.880 6.392
C 5.161 -0.433 -3.200
C 4.011 -0.677 -4.148
O 3.114 0.128 -4.261
C 4.029 -1.959 -4.939
H 5.013 0.521 -2.699
H 5.201 -1.226 -2.451
H 6.103 -0.410 -3.750
H 4.027 -2.815 -4.263
H 4.927 -2.004 -5.559
H 3.157 -2.014 -5.578
C -3.215 2.605 9.297
C -1.786 3.045 9.096
O -1.385 3.420 8.020
C -0.878 2.991 10.300
H -3.758 2.689 8.359
H -3.243 1.568 9.635
H -3.697 3.232 10.049
H -0.817 1.969 10.676
H -1.268 3.633 11.092
H 0.117 3.329 10.022
C -0.031 -3.199 -6.427
C 1.065 -3.561 -7.400
O 2.221 -3.628 -7.046
C 0.652 -3.840 -8.819
H 0.396 -3.027 -5.442
H -0.541 -2.294 -6.759
H -0.759 -4.011 -6.369
H 0.161 -2.965 -9.248
H -0.044 -4.680 -8.842
H 1.534 -4.081 -9.408
C -0.066 -0.409 3.903
C -0.218 0.644 4.979
O 0.693 0.919 5.727
C -1.552 1.334 5.056
H 0.943 -0.812 3.937
H -0.779 -1.217 4.073
H -0.251 0.029 2.920
H -2.344 0.605 5.239
H -1.749 1.838 4.107
H -1.546 2.067 5.861
C -2.827 -6.797 -11.172
C -2.946 -5.752 -10.091
O -1.994 -5.424 -9.422
C -4.306 -5.136 -9.883
H -1.803 -7.158 -11.220
H -3.494 -7.633 -10.958
H -3.102 -6.369 -12.137
H -5.029 -5.909 -9.619
H -4.637 -4.644 -10.799
H -4.256 -4.404 -9.081
C -1.895 3.466 0.919
C -1.997 1.968 0.758
O -1.779 1.216 1.678
C -2.379 1.453 -0.608
H -1.612 3.706 1.941
H -1.144 3.865 0.236
H -2.855 3.932 0.693
H -1.645 1.776 -1.347
H -3.358 1.842 -0.894
H -2.415 0.367 -0.591
C -4.602 -0.522 3.153
C -5.234 -0.513 4.524
O -4.531 -0.532 5.505
C -6.739 -0.461 4.609
H -3.521 -0.561 3.261
H -4.936 -1.388 2.580
H -4.867 0.386 2.609
H -7.171 -1.333 4.115
H -7.110 0.440 4.119
H -7.045 -0.454 5.653
C 1.635 -7.404 -7.056
C 0.484 -8.268 -6.596
O 0.668 -9.237 -5.900
C -0.911 -7.880 -7.035
H 2.563 -7.813 -6.664
H 1.684 -7.388 -8.146
H 1.518 -6.382 -6.693
H -0.985 -7.892 -8.123
H -1.156 -6.879 -6.678
H -1.620 -8.592 -6.618

19
Properties=species:S:1:pos:R:3 method="wB97M-V/def2-TZVPD" lumo_energy_ev=-2.88 homo_lumo_gap_ev=11.7 total_charge=+1 homo_ev=-14.581 de_lowest_kj_mol=115.07
C -0.735 -2.374 -0.406
C -1.454 -0.990 -0.665
N -0.661 0.220 -0.267
C 0.648 0.336 -0.530
N 1.437 1.081 0.218
N 1.074 -0.363 -1.548
H -0.025 -2.164 0.400
H -1.362 -3.195 -0.157
H -0.137 -2.740 -1.229
H -2.298 -0.783 -0.018
H -1.769 -0.697 -1.649
H -0.841 0.755 0.604
H 1.161 1.366 1.195
H 2.331 1.280 0.017
H 2.094 -0.557 -1.749
H 0.333 -0.789 -2.103
H -0.574 2.277 3.307
H -0.549 2.430 1.860
O -0.259 1.802 2.538

31
Properties=species:S:1:pos:R:3 method="wB97M-V/def2-TZVPD" lumo_energy_ev="-3.35 / -3.35" homo_lumo_gap_ev="6.6 / 6.6" smiles="C[C@H]1[NH+]=CN(C)C2=C1N(C)C=CN2C" total_charge=+1 homo_ev="-9.921 / -9.923" de_lowest_kj_mol=233.78
C -1.775 -2.143 0.509
C -0.269 -1.823 0.189
N 0.025 -2.072 -1.217
C 0.380 -1.085 -2.110
N 0.772 0.075 -1.761
C 1.219 1.085 -2.755
C 0.635 0.554 -0.456
C 0.105 -0.514 0.678
N 0.149 -0.098 1.929
C 0.116 -0.944 3.115
C 0.532 1.243 2.097
C 0.640 2.146 1.130
N 0.296 1.872 -0.210
C -0.842 2.514 -0.941
H -1.880 -2.265 1.562
H -1.845 -3.159 0.168
H -2.348 -1.520 -0.024
H 0.225 -2.676 0.738
H -0.170 -2.954 -1.498
H 0.572 -1.425 -3.122
H 0.373 1.670 -3.166
H 1.957 1.677 -2.312
H 1.831 0.634 -3.627
H -0.272 -0.325 3.851
H -0.568 -1.806 2.855
H 1.248 -1.178 3.395
H 0.970 1.497 3.053
H 1.160 3.072 1.283
H -1.492 2.878 -0.233
H -0.446 3.288 -1.530
H -1.298 1.781 -1.588

76
Properties=species:S:1:pos:R:3 method="wB97M-V/def2-TZVPD" lumo_energy_ev=-0.17 homo_lumo_gap_ev=9.0 smiles="CN(C)B(O)[C@@H](C#N)[C@@](I)(C#N)CCC(N)=O.O=S1(=O)CCCC1.O=S1(=O)CCCC1.O=S1(=O)CCCC1" homo_ev=-9.206
C 6.207 -0.706 1.909
N 5.425 0.398 2.486
C 6.264 1.549 2.898
B 4.309 0.792 1.666
O 4.242 0.569 0.302
C 3.090 1.605 2.403
C 2.259 2.186 1.336
N 1.587 2.855 0.688
C 2.301 0.633 3.345
I 2.375 -1.367 2.530
C 3.098 0.574 4.595
N 3.657 0.582 5.596
C 0.877 1.130 3.740
C -0.318 0.194 3.483
C -0.800 0.197 2.026
N -1.104 -1.008 1.362
O -0.928 1.238 1.438
H 5.675 -1.638 2.135
H 7.182 -0.789 2.391
H 6.327 -0.662 0.822
H 6.264 2.384 2.188
H 7.275 1.222 3.130
H 5.850 1.945 3.835
H 3.435 0.107 0.048
H 3.580 2.357 3.028
H 0.887 1.317 4.815
H 0.617 2.088 3.283
H -1.158 0.626 4.024
H -0.206 -0.807 3.886
H -1.202 -0.753 0.386
H -0.332 -1.665 1.422
O -1.149 -3.548 -1.953
S -0.372 -2.382 -2.292
O 0.695 -1.915 -1.446
C 0.235 -2.564 -3.963
C -0.868 -1.967 -4.832
C -1.310 -0.685 -4.119
C -1.492 -1.022 -2.634
H 0.430 -3.614 -4.169
H 1.156 -1.986 -4.045
H -0.516 -1.766 -5.842
H -1.708 -2.663 -4.899
H -0.538 0.075 -4.232
H -2.230 -0.284 -4.545
H -1.238 -0.180 -1.991
H -2.505 -1.361 -2.418
O -2.228 -1.064 4.983
S -3.370 -1.879 5.331
O -4.198 -1.573 6.469
C -4.398 -2.055 3.880
C -3.843 -3.286 3.171
C -3.575 -4.318 4.275
C -2.845 -3.594 5.413
H -4.343 -1.150 3.279
H -5.420 -2.220 4.219
H -4.539 -3.664 2.424
H -2.908 -3.034 2.664
H -4.525 -4.715 4.641
H -2.990 -5.160 3.907
H -3.103 -3.997 6.389
H -1.765 -3.619 5.276
O -1.471 1.605 -7.444
S -0.836 2.283 -6.341
O 0.282 1.703 -5.638
C -0.405 3.938 -6.859
C -1.645 4.768 -6.538
C -2.115 4.300 -5.155
C -2.101 2.767 -5.160
H -0.147 3.935 -7.915
H 0.449 4.259 -6.263
H -1.425 5.834 -6.552
H -2.424 4.575 -7.279
H -1.429 4.672 -4.392
H -3.107 4.682 -4.916
H -1.851 2.360 -4.183
H -3.050 2.357 -5.502

69
Properties=species:S:1:pos:R:3 method="wB97M-V/def2-TZVPD" lumo_energy_ev=-3.05 homo_lumo_gap_ev=8.3 total_charge=+1 homo_ev=-11.364 de_lowest_kj_mol=0.00
Pt 0.344 -0.195 -0.934
O 3.380 2.044 0.257
N 2.028 1.844 0.505
C 1.695 2.330 1.625
C 0.308 2.274 2.128
C -0.122 3.418 2.796
C -1.414 3.529 3.281
C -2.295 2.476 3.117
C -1.871 1.315 2.487
C -0.573 1.188 1.995
P -0.130 -0.384 1.185
C 1.276 -1.095 2.088
C 1.667 -2.384 1.714
C 2.719 -3.012 2.359
C 3.390 -2.359 3.387
C 2.994 -1.089 3.776
C 1.937 -0.458 3.132
C -1.451 -1.558 1.560
C -1.629 -1.994 2.875
C -2.625 -2.907 3.169
C -3.442 -3.396 2.155
C -3.258 -2.977 0.847
C -2.260 -2.059 0.547
H 3.463 1.867 -0.689
H 2.433 2.863 2.224
H 0.572 4.240 2.921
H -1.727 4.436 3.781
H -3.310 2.545 3.485
H -2.569 0.496 2.382
H 1.124 -2.906 0.933
H 3.007 -4.014 2.072
H 4.212 -2.848 3.892
H 3.502 -0.588 4.589
H 1.620 0.520 3.466
H -0.987 -1.622 3.665
H -2.764 -3.243 4.188
H -4.218 -4.113 2.389
H -3.885 -3.367 0.056
H -2.097 -1.736 -0.472
N 2.273 -1.252 -1.057
C 2.759 -0.519 -2.197
C 4.036 0.021 -2.244
C 4.394 0.815 -3.324
C 3.488 1.067 -4.348
C 2.218 0.518 -4.299
C 1.849 -0.280 -3.222
H 2.868 -1.136 -0.242
H 2.175 -2.246 -1.241
H 4.747 -0.193 -1.453
H 5.391 1.233 -3.370
H 3.779 1.685 -5.186
H 1.511 0.700 -5.097
H 0.874 -0.777 -3.213
C -1.432 0.797 -4.243
Si -2.430 0.752 -2.655
C -3.610 2.203 -2.646
C -3.427 -0.836 -2.644
C -1.334 0.957 -1.135
H -2.104 0.918 -5.096
H -0.876 -0.128 -4.410
H -0.732 1.636 -4.253
H -4.278 2.169 -3.510
H -3.073 3.154 -2.676
H -4.230 2.199 -1.747
H -4.109 -0.829 -3.497
H -4.037 -0.933 -1.743
H -2.800 -1.727 -2.733
H -2.010 0.964 -0.273
H -0.926 1.981 -1.174